Formula: C3H4CrO3
Source: the Open Molecules 2025 dataset
Level of theory: ωB97M-V with the def2-TZVPD basis set

## Properties
electronic energy = -1386.43476 a.u.
HOMO level (alpha / beta) = -13.9 / -13.1 eV
⟨S²⟩ = 4.19
E_LUMO (alpha / beta) = -0.2363 / -0.2256 hartree

The geometry in ORCA input format:
```
! wB97M-V def2-TZVPD RIJCOSX def2/J DEFGRID3
* xyz 1 4
H -2.127 -2.397 0.444
O 1.871 0.797 -0.564
O -0.181 -2.249 -0.113
C -1.385 -1.929 -0.225
C -0.745 1.375 0.038
O 0.255 1.932 0.892
C 0.727 0.794 0.145
H -1.716 -1.467 -1.173
H -1.708 1.329 0.565
H -0.899 1.794 -0.967
Cr 1.366 -1.095 0.005
*
```

Atom charges from the natural (NBO) analysis, given in e for atoms 1 to 5: number 1, H, carries 0.198; number 2, O, carries -0.612; number 3, O, carries -0.656; number 4, C, carries 0.392; number 5, C, carries -0.183